C6H23NO6 | ωB97M-V/def2-TZVPD

Last column: Mulliken charge in e.
Positions of all 36 atoms, in Å:
C (1.9642, 0.6488, 1.4804)  -0.738
N (1.6318, 0.0688, 0.1805)  -0.016
C (0.3178, -0.0857, -0.2799)  0.125
O (0.0866, -0.4774, -1.4003)  -0.629
C (-0.7626, 0.5985, 0.4953)  -0.841
C (-1.3011, -0.2450, 1.6896)  0.796
C (-2.2530, 0.6222, 2.4749)  -1.498
C (-2.1555, -1.4098, 1.2048)  -1.396
H (1.1227, 1.3988, 1.9012)  0.235
H (2.0246, -0.0904, 2.4114)  0.223
H (3.0635, 0.9072, 1.3889)  0.330
H (2.3839, -0.4203, -0.3308)  0.273
H (-0.5589, 1.6511, 0.8225)  0.343
H (-1.7255, 0.6492, -0.1234)  0.376
H (-0.4046, -0.6030, 2.2624)  0.284
H (-3.1341, 0.8532, 1.8772)  0.310
H (-2.4109, 0.0613, 3.3831)  0.480
H (-1.6776, 1.5486, 2.9537)  0.291
H (-1.5344, -2.2440, 0.7545)  0.255
H (-2.6256, -1.9556, 1.9891)  0.437
H (-2.7187, -0.9885, 0.3915)  0.396
O (0.7863, 5.3672, 0.1404)  -0.638
H (0.3986, 4.7526, -0.5031)  0.320
H (0.4690, 5.0973, 0.9836)  0.302
O (3.5467, -1.3440, -2.1945)  -0.649
H (3.0999, -0.5767, -2.6482)  0.332
H (4.4624, -1.0649, -1.9616)  0.309
O (-2.0137, 3.6561, -1.4008)  -0.605
H (-2.8016, 4.1629, -1.1772)  0.303
H (-2.4497, 3.0852, -2.0990)  0.316
O (1.3242, -3.7202, -1.3509)  -0.607
H (0.7565, -3.0456, -1.6857)  0.285
H (2.2635, -3.5536, -1.5316)  0.296
O (0.3257, -4.5636, -3.6324)  -0.620
H (0.0718, -3.6521, -3.5757)  0.293
H (0.4277, -5.0884, -2.8900)  0.328

## Properties
Orbital gap ... 9.852 eV
Total charge ... 0
Highest occupied orbital energy ... -9.576 eV
LUMO energy ... 0.0101 Eh

C15H26F6NO3P2Ti | ωB97M-V/def2-TZVPD

Last column: Mulliken spin population.
Positions of all 54 atoms, in Å:
Ti (0.1588, 0.5620, -0.3293)  0.945
P (2.2386, -0.7783, 0.0223)  0.005
C (2.3652, -0.8713, -1.8100)  -0.021
C (1.0961, -1.4327, -2.4170)  0.005
N (-0.0582, -0.9450, -1.8886)  -0.007
C (-1.2477, -1.3372, -2.4131)  0.005
C (-1.3057, -2.3019, -3.4089)  0.001
C (-0.1308, -2.8160, -3.9454)  0.004
C (1.0889, -2.3550, -3.4519)  -0.001
C (-2.5134, -0.6968, -1.8853)  -0.001
P (-2.1923, 0.9329, -1.0962)  -0.001
H (2.0479, -2.7020, -3.8329)  0.000
H (-2.2884, -2.6158, -3.7602)  0.000
H (-0.1590, -3.5563, -4.7387)  0.000
H (-3.2336, -0.5460, -2.7048)  -0.002
H (-2.9917, -1.3499, -1.1333)  -0.001
H (2.4893, 0.2338, -2.1421)  0.003
H (3.2461, -1.4787, -2.0601)  -0.001
H (0.5057, 3.2422, -0.6256)  -0.003
O (1.1811, 1.8847, -1.1733)  0.029
H (1.8640, 2.0278, -1.8442)  0.002
H (-0.1340, 3.1778, 0.8842)  -0.009
O (-0.1242, 3.7283, -0.0147)  0.003
H (0.1547, 4.6414, 0.1752)  0.002
C (-2.5621, 2.0993, -2.4295)  0.011
H (-3.6417, 2.1232, -2.6276)  0.001
H (-2.2298, 3.1003, -2.1254)  -0.002
H (-2.0314, 1.8143, -3.3457)  0.001
C (-3.5754, 1.1248, 0.0552)  0.010
H (-3.4210, 2.0384, 0.6470)  -0.001
H (-4.5240, 1.2146, -0.4941)  0.000
H (-3.6298, 0.2677, 0.7407)  0.000
C (2.2966, -2.4770, 0.6076)  0.001
H (3.3151, -2.8751, 0.4987)  -0.001
H (2.0056, -2.4833, 1.6683)  0.001
H (1.5884, -3.1016, 0.0467)  -0.001
C (3.7833, -0.0157, 0.5507)  0.012
H (3.6359, 0.3699, 1.5694)  0.000
H (4.5894, -0.7626, 0.5564)  0.001
H (4.0521, 0.8209, -0.1075)  0.000
C (-1.9050, 0.9235, 3.1688)  -0.001
C (-0.4538, 0.8638, 2.7994)  0.001
O (-0.1889, 0.7949, 1.4102)  0.009
C (0.2535, 2.1578, 3.2670)  -0.002
F (0.0739, 2.5041, 4.5515)  0.000
F (1.5713, 2.1926, 2.9716)  0.000
F (-0.2988, 3.2347, 2.5194)  -0.002
C (0.1909, -0.3729, 3.5062)  0.004
F (-0.0839, -0.4083, 4.8422)  0.000
F (-0.3081, -1.5192, 2.9481)  0.000
F (1.5451, -0.4256, 3.3637)  0.000
H (-2.3673, 1.8043, 2.7060)  -0.001
H (-1.9951, 0.9890, 4.2591)  0.000
H (-2.4081, 0.0143, 2.8123)  0.000

## Properties
Orbital gap (alpha / beta) ... 7.817 / 9.119 eV
Multiplicity ... 2
Total charge ... +2
Highest occupied orbital energy (alpha / beta) ... -13.964 / -15.232 eV
LUMO energy (alpha / beta) ... -0.2259 / -0.2247 Eh

The highest total charge belongs to which entry? C15H26F6NO3P2Ti

Among the records above, which one has the lowest total charge? C6H23NO6

What is the formula in the first record? C6H23NO6

The lowest total charge belongs to which entry? C6H23NO6